Here is 10 unconnected molecules or ions with the total composition C72H72N6O13 at a distorted geometry from OMol25. Energies are from ωB97M-V with the def2-TZVPD basis set.

Structure (XYZ):
```
163
Properties=species:S:1:pos:R:3:forces:R:3:mulliken_charge:R:1
C 24.12974 -2.97759 13.48100 1.26 0.11 -0.10 -1.309
C 25.60613 -3.36311 13.95071 -1.87 -1.49 0.79 -0.172
N 25.86821 -4.78229 13.77415 0.94 -1.43 -0.83 -0.028
C 25.88010 -5.11510 12.33275 0.11 -0.25 0.39 0.102
C 25.80807 -6.62833 12.11547 -0.32 0.65 -0.84 -1.512
C 27.20984 -5.15954 14.36997 -0.63 0.19 0.90 1.253
C 27.08213 -5.43009 15.88463 0.20 0.24 -0.67 -1.330
H 23.88655 -2.03178 13.96516 -0.04 0.21 -0.46 0.423
H 23.33679 -3.66345 13.77921 0.56 -0.49 0.65 0.347
H 23.97373 -2.95908 12.40238 0.40 0.62 -0.05 0.277
H 26.50916 -2.88928 13.56585 -0.47 1.27 -0.29 0.226
H 25.52830 -3.28845 15.03536 0.49 0.69 0.09 0.231
H 25.05422 -4.69692 11.75729 -0.29 0.31 0.65 0.426
H 26.75791 -4.61998 11.91754 0.45 -0.26 -0.51 0.051
H 25.06526 -7.01111 12.81534 0.66 -0.37 0.47 0.415
H 25.31790 -6.82747 11.16249 0.24 0.07 -0.36 0.480
H 26.79484 -7.08781 12.05825 -0.22 -0.38 0.58 0.098
H 28.02214 -4.45318 14.19869 -0.26 0.94 -0.22 -0.461
H 27.69729 -6.04599 13.96416 -0.81 -0.29 -0.52 -0.384
H 28.05839 -5.38315 16.36715 0.14 -0.37 -0.12 0.306
H 26.65586 -6.43078 15.95543 -0.14 0.18 0.59 0.321
H 26.49646 -4.67416 16.40777 -0.36 -0.19 -0.15 0.404
O 30.81092 -11.27207 8.13409 -0.27 -0.69 0.76 -0.677
C 31.63538 -10.86442 7.32886 0.59 0.41 3.18 0.551
N 31.21661 -10.58940 6.10920 -0.07 0.22 -1.22 -0.223
C 33.08121 -10.59956 7.78937 -0.08 -0.02 -1.65 -0.288
H 30.22417 -10.77570 6.08816 0.03 0.25 -0.65 0.223
H 31.68424 -9.96594 5.46675 0.15 -0.06 -0.26 0.189
H 33.62663 -11.52743 7.61709 0.21 0.07 -0.28 0.382
H 33.33856 -10.30967 8.80811 -1.06 0.00 0.10 0.168
H 33.43949 -9.81824 7.11908 0.55 -0.16 -0.03 -0.225
O 24.59273 0.42505 9.33234 -0.05 -0.91 -0.55 -0.676
C 24.55141 -0.18621 8.25533 1.36 1.79 2.77 0.504
N 23.66770 0.18027 7.33658 -0.90 -0.60 -2.21 -0.383
C 25.58936 -1.21901 7.91011 -0.75 -0.43 -0.98 -0.554
H 22.91533 0.83755 7.48495 0.45 -0.07 0.38 0.241
H 23.73257 -0.24006 6.42049 -0.23 0.09 0.14 0.185
H 25.07646 -2.10351 7.53235 -0.03 -0.43 0.43 0.647
H 26.26171 -1.45535 8.73484 -0.31 0.19 -0.18 -0.124
H 26.11633 -0.92695 7.00177 0.45 0.37 0.16 0.208
O 29.26034 -4.17008 2.54164 0.16 0.24 0.07 -0.758
C 29.36580 -3.73351 3.68842 1.58 -1.32 -2.30 0.510
N 28.33093 -3.45294 4.41724 -2.08 0.70 1.77 0.052
C 30.69237 -3.61931 4.35957 1.01 0.63 0.69 -0.232
H 28.44543 -3.23971 5.39781 -0.32 -0.02 -0.04 0.031
H 27.41436 -3.67864 4.05800 0.19 0.12 0.08 0.252
H 30.76242 -2.80575 5.08159 -0.39 0.20 0.12 0.019
H 31.52150 -3.43294 3.67699 -0.25 -0.42 -0.24 0.564
H 30.87323 -4.51557 4.95297 0.02 -0.20 -0.22 -0.266
O 32.95637 -8.79745 4.40954 0.07 -0.41 -0.24 -0.805
C 33.33207 -7.77971 4.98869 -1.56 -0.03 0.20 0.871
N 32.53129 -6.71373 5.11761 0.75 0.69 0.49 0.269
C 34.66810 -7.62410 5.57956 1.20 1.29 0.65 -1.042
H 32.86187 -5.94271 5.68005 -0.16 -0.03 -0.31 -0.164
H 31.61929 -6.66410 4.68646 -0.35 -0.36 -0.05 0.142
H 35.36002 -7.69306 4.74015 0.41 -0.51 0.43 0.270
H 34.91300 -8.16648 6.49276 -0.07 -1.02 -0.66 0.274
H 34.79111 -6.62105 5.98804 -0.08 0.40 -0.39 0.290
O 29.94422 -7.06640 4.30878 -0.14 -1.31 -0.14 -0.326
C 29.38798 -7.92050 3.60440 -1.94 3.54 -0.05 0.555
N 29.99324 -8.75480 2.77107 0.64 -0.40 -0.11 -0.395
C 27.83912 -7.89311 3.50783 1.06 -1.44 0.51 -1.284
H 29.47951 -9.04186 1.95023 0.33 -0.22 0.22 0.211
H 31.00082 -8.68509 2.76514 0.17 -0.22 -0.24 0.207
H 27.48104 -7.93038 4.53666 -0.16 -0.06 -0.03 0.256
H 27.63859 -8.84806 3.02209 -0.89 0.10 -0.01 0.473
H 27.33356 -7.06501 3.01107 0.72 0.10 -0.15 0.239
C 34.17471 -4.66537 15.17636 -0.39 -1.94 0.72 -0.563
C 35.06779 -5.10836 14.16130 0.24 2.84 1.68 -0.484
C 34.87967 -6.23650 13.48604 -1.53 -2.00 -0.73 -0.661
C 33.70141 -6.94373 13.71678 -1.91 0.12 0.82 0.601
C 32.71272 -6.52818 14.69159 1.91 0.00 0.40 0.695
C 33.09107 -5.49922 15.59988 0.79 1.02 -2.63 -1.111
C 31.36542 -7.17470 14.81125 -0.28 0.02 1.18 0.472
O 30.60220 -6.91838 15.75604 1.27 -0.51 -2.07 -0.664
C 31.06945 -8.16153 13.72104 -1.42 -0.53 0.03 0.753
C 29.73484 -8.60906 13.52923 1.10 -0.13 -0.07 -0.868
C 29.46240 -9.55671 12.54063 -1.34 0.80 1.71 -0.612
C 30.46370 -10.14334 11.85540 -0.16 -0.84 -1.14 -0.751
C 31.73980 -9.68615 11.98208 0.85 -0.89 -0.32 -0.285
C 32.07365 -8.71060 12.89217 0.36 0.77 -0.15 0.230
C 33.45339 -8.11494 12.81924 -0.78 1.24 1.14 0.241
O 34.32684 -8.39596 12.04409 0.04 -1.25 -0.93 -0.681
H 34.30946 -3.77044 15.76571 0.46 0.15 -0.22 0.455
H 35.94694 -4.55619 13.86365 -0.03 0.59 0.37 0.414
H 35.51053 -6.56740 12.67430 0.20 -0.04 0.20 0.509
H 32.47638 -5.17487 16.42653 -0.22 -0.21 -0.07 0.458
H 28.92667 -8.31249 14.18139 0.14 0.47 0.05 0.522
H 28.44284 -9.89024 12.41560 -0.11 -0.02 -0.04 0.484
H 30.23089 -10.95552 11.18267 0.14 0.00 -0.24 0.385
H 32.46019 -10.20020 11.36305 0.54 0.41 0.08 0.518
C 28.55043 3.92657 1.54946 0.25 -0.19 -1.02 -0.488
C 28.58844 2.56742 1.45189 0.51 -1.50 1.47 -0.631
C 28.61204 1.79350 2.63295 0.05 -0.10 -1.55 -0.445
C 28.53021 2.37469 3.89203 0.39 1.19 1.11 0.656
C 28.50063 3.77246 3.98664 -0.46 1.20 -0.97 0.339
C 28.48917 4.51822 2.77128 -0.07 0.64 1.54 -0.727
C 28.34356 4.52783 5.30954 -0.25 0.87 -0.87 0.398
O 28.20210 5.76396 5.28824 0.43 -2.92 0.66 -0.656
C 28.26647 3.64250 6.56062 -0.61 2.46 0.82 0.427
C 27.93547 4.31658 7.78141 0.37 1.36 -2.14 -0.841
C 27.69719 3.70678 8.94705 -0.23 -2.66 0.82 -1.136
C 27.72965 2.28513 8.96204 -0.10 -0.31 -1.55 -0.561
C 27.94615 1.56342 7.75652 0.52 1.48 -0.26 0.212
C 28.27205 2.27372 6.54426 -0.21 -1.17 -0.42 0.152
C 28.41723 1.58928 5.16755 -1.32 -3.35 -0.64 0.692
O 28.22027 0.36005 4.98996 0.71 2.63 1.49 -0.754
H 28.65884 4.46782 0.62119 -0.29 0.52 0.13 0.378
H 28.70986 2.07616 0.49777 -0.13 -0.07 -0.03 0.424
H 28.74588 0.74046 2.43393 -0.23 -0.24 0.76 0.450
H 28.41096 5.59502 2.74338 0.11 0.11 0.68 0.425
H 27.78073 5.38458 7.73873 0.26 0.19 -0.27 0.456
H 27.35855 4.20393 9.84402 0.22 0.29 -0.06 0.426
H 27.45532 1.79786 9.88600 0.01 -0.37 -0.11 0.609
H 27.86300 0.49384 7.63204 0.01 -0.08 0.46 0.081
C 32.59383 -4.07064 11.44571 -0.70 0.12 1.43 0.539
C 32.93196 -4.81038 10.36109 0.32 -0.99 -0.52 -0.572
C 33.11283 -4.23363 9.10290 0.19 -0.87 -0.21 -1.074
C 32.98862 -2.88976 8.91507 0.64 2.11 0.53 0.442
C 32.64225 -2.10424 10.09382 0.29 0.49 -0.17 0.463
C 32.43435 -2.72506 11.35143 0.36 2.23 -2.20 -1.290
C 32.50407 -0.56375 10.05328 -0.55 0.08 1.73 0.211
O 32.37118 0.13646 11.07730 0.33 -1.70 -2.20 -0.662
C 32.42371 -0.00863 8.68581 0.23 0.61 -0.67 1.311
C 31.88795 1.29089 8.41293 0.03 -1.32 2.14 -0.804
C 31.76910 1.78120 7.17003 -0.01 0.18 -2.99 -0.601
C 32.10761 0.98621 6.05959 0.57 0.01 1.33 -0.844
C 32.66299 -0.24826 6.32131 -0.75 -0.07 -1.00 -0.852
C 32.86948 -0.78324 7.60192 -0.24 1.49 -1.59 0.309
C 33.38363 -2.17343 7.53553 -2.30 -0.80 2.89 0.134
O 33.77413 -2.69643 6.52371 0.33 -0.30 0.73 -0.600
H 32.34933 -4.49412 12.40867 0.34 -0.55 0.06 0.534
H 33.08786 -5.85541 10.58471 -0.01 -0.32 -0.66 0.411
H 33.36254 -4.81280 8.22619 0.17 -0.36 0.06 0.641
H 32.19216 -2.06142 12.16834 -0.06 -0.16 0.17 0.453
H 31.45152 1.88044 9.20561 0.35 -0.12 0.46 0.455
H 31.37217 2.75028 6.90595 -0.19 0.25 0.65 0.468
H 31.98939 1.33039 5.04275 -0.16 0.01 -0.01 0.520
H 32.74825 -0.88959 5.45654 0.68 -0.21 0.08 0.413
C 30.35444 -7.87380 8.68293 -0.15 -1.07 -0.76 -0.238
C 29.85507 -7.39866 7.44606 0.01 1.35 1.82 -0.728
C 29.39932 -6.07454 7.40809 -0.04 -1.12 -0.29 -0.525
C 29.27227 -5.28382 8.56761 -0.59 -1.42 -1.82 0.179
C 29.69105 -5.87637 9.77101 0.06 -0.13 0.11 -0.705
C 30.33911 -7.14420 9.85483 -1.45 1.65 -1.20 -0.205
C 29.44788 -5.12355 10.99909 1.24 1.49 0.56 0.304
O 29.76529 -5.51944 12.09587 -0.21 -0.88 0.64 -0.680
C 29.13381 -3.66294 10.86062 -1.19 -0.33 -4.22 0.966
C 29.29625 -2.81338 11.87873 -0.01 1.07 2.13 -0.109
C 29.19819 -1.41385 11.79239 0.18 -0.60 -1.19 -1.491
C 28.99256 -0.88259 10.50903 -0.17 -0.28 0.12 -0.378
C 28.68066 -1.72476 9.44763 1.16 -1.17 -0.10 -0.453
C 28.78351 -3.11920 9.55538 -0.27 1.52 3.44 0.907
C 28.59629 -3.93457 8.40765 1.22 -0.25 -1.78 0.076
O 28.17969 -3.44944 7.34071 0.32 -1.44 1.52 -0.853
H 30.64478 -8.91218 8.74520 0.29 -0.15 -0.04 0.365
H 29.72455 -7.97465 6.54185 0.49 -0.26 0.18 0.239
H 29.06186 -5.82199 6.41374 -0.22 0.89 0.10 0.649
H 30.67185 -7.52937 10.80737 -0.03 0.03 -0.02 0.200
H 29.54324 -3.29938 12.81104 0.06 0.24 0.36 0.379
H 29.38451 -0.85522 12.69771 0.03 0.38 -0.23 0.523
H 29.11136 0.13240 10.15966 -0.10 0.46 0.93 0.641
H 28.61420 -1.32985 8.44462 -0.31 0.12 0.00 0.465
```
Forces are in eV/Å.

The value obtained for the HOMO-LUMO gap is 6.8 eV. The energy relative to the best compared isomer or geometry (same formula, charge and spin) is 2.506 eV. The calculation puts the molar mass at 1229.40 g/mol. For the LUMO energy, the calculation gives -1.536 eV. As for the structure (SMILES): O=C1c2ccccc2C(=O)c2ccccc21.O=C1c2ccccc2C(=O)c2ccccc21.O=C1c2ccccc2C(=O)c2ccccc21.O=C1c2ccccc2C(=O)c2ccccc21.CCN(CC)CC.CC(N)=O.CC(N)=O.CC(N)=O.CC(N)=O.CC(N)=O. Its charge is 0. Its spin multiplicity is 1.